Arrangement one

{
  "formula": "C3H12N2O2",
  "method": "wB97M-V/def2-TZVPD",
  "lumo_energy_ev": 0.65,
  "mol_weight_g_mol": 108.141,
  "multiplicity": 1,
  "smiles": "NCCNCO.O",
  "e_homo_ev": -9.2,
  "charge": 0,
  "elements": ["C", "N", "C", "O", "C", "N", "H", "H", "H", "H", "H", "H", "H", "H", "H", "H", "H", "H", "O"],
  "positions_angstrom": [[0.009, 1.156, 0.773], [-0.508, -0.209, 0.795], [0.068, -1.170, 1.673], [1.321, -1.684, 1.199], [0.511, 1.582, -0.611], [-0.580, 1.847, -1.531], [0.878, 1.191, 1.421], [-0.760, 1.835, 1.128], [-1.476, -0.352, 0.565], [0.334, -0.720, 2.632], [-0.617, -2.003, 1.795], [1.245, -1.787, 0.240], [1.103, 2.490, -0.462], [1.222, 0.800, -0.911], [-1.040, 0.983, -1.799], [-0.246, 2.218, -2.414], [-0.853, -2.590, -1.963], [-0.505, -1.459, -0.976], [-0.106, -2.130, -1.554]],
  "nbo_charge": [-0.225, -0.695, 0.096, -0.741, -0.222, -0.838, 0.204, 0.192, 0.381, 0.155, 0.161, 0.480, 0.190, 0.171, 0.346, 0.361, 0.472, 0.475, -0.964]
}

=====

Arrangement two

{
  "formula": "C3H12N2O2",
  "method": "wB97M-V/def2-TZVPD",
  "lumo_energy_ev": 0.57,
  "mol_weight_g_mol": 108.141,
  "multiplicity": 1,
  "smiles": "C/C(N)=C/N.O.O",
  "e_homo_ev": -7.6,
  "charge": 0,
  "elements": ["C", "C", "C", "N", "N", "H", "H", "H", "H", "H", "H", "H", "H", "H", "H", "O", "H", "H", "O"],
  "positions_angstrom": [[-1.034, 1.658, 0.716], [0.160, 0.749, 0.824], [1.128, 0.847, -0.094], [2.199, -0.051, -0.352], [0.132, -0.159, 1.881], [-1.936, 1.035, 0.729], [-1.102, 2.284, 1.609], [-0.998, 2.251, -0.189], [1.012, 1.519, -0.942], [2.247, -0.943, 0.116], [2.262, -0.251, -1.339], [-0.244, 0.179, 2.752], [1.009, -0.627, 2.067], [-2.070, 0.423, -1.430], [-2.520, -0.969, -1.648], [-2.303, -0.177, -2.149], [0.951, -1.926, -0.559], [0.162, -3.147, -0.844], [0.949, -2.696, -1.148]],
  "nbo_charge": [-0.632, 0.093, -0.092, -0.838, -0.835, 0.202, 0.209, 0.224, 0.194, 0.353, 0.382, 0.377, 0.371, 0.465, 0.463, -0.927, 0.460, 0.466, -0.934]
}

=====

Arrangement three

{
  "formula": "C3H12N2O2",
  "method": "wB97M-V/def2-TZVPD",
  "lumo_energy_ev": 0.58,
  "mol_weight_g_mol": 108.141,
  "multiplicity": 1,
  "smiles": "C/C(N)=C/N.O.O",
  "e_homo_ev": -7.1,
  "charge": 0,
  "elements": ["C", "C", "C", "N", "N", "H", "H", "H", "H", "H", "H", "H", "H", "H", "H", "O", "H", "H", "O"],
  "positions_angstrom": [[0.759, -0.799, 1.993], [0.605, -0.845, 0.522], [1.229, -0.006, -0.310], [1.081, -0.141, -1.697], [-0.089, -1.983, 0.035], [1.314, -1.661, 2.386], [1.287, 0.084, 2.348], [-0.173, -0.858, 2.557], [1.707, 0.901, 0.035], [0.186, -0.445, -2.034], [1.409, 0.555, -2.326], [0.119, -2.733, 0.639], [0.069, -2.204, -0.908], [-1.238, 3.001, 1.278], [-0.379, 2.903, 0.044], [-0.796, 2.354, 0.718], [-2.367, -0.295, -1.071], [-1.582, 1.016, -0.519], [-2.089, 0.598, -1.224]],
  "nbo_charge": [-0.634, 0.094, -0.086, -0.854, -0.831, 0.199, 0.224, 0.211, 0.189, 0.377, 0.376, 0.363, 0.369, 0.478, 0.475, -0.942, 0.479, 0.504, -0.991]
}

=====

Arrangement four

{
  "formula": "C3H12N2O2",
  "method": "wB97M-V/def2-TZVPD",
  "lumo_energy_ev": 0.39,
  "mol_weight_g_mol": 108.141,
  "multiplicity": 1,
  "smiles": "C/C(N)=C/N.O.O",
  "e_homo_ev": -7.6,
  "charge": 0,
  "elements": ["C", "C", "C", "N", "N", "H", "H", "H", "H", "H", "H", "H", "H", "H", "H", "O", "H", "H", "O"],
  "positions_angstrom": [[-2.278, -2.178, -0.293], [-1.217, -2.063, 0.766], [0.050, -1.757, 0.441], [1.115, -2.079, 1.322], [-1.555, -2.377, 2.119], [-3.233, -1.742, -0.007], [-1.901, -1.631, -1.161], [-2.333, -3.241, -0.537], [0.336, -1.337, -0.511], [1.634, -1.275, 1.643], [1.007, -2.740, 2.074], [-0.850, -1.905, 2.679], [-2.436, -1.961, 2.378], [1.328, 4.931, 0.180], [2.552, 4.311, -0.536], [2.276, 4.803, 0.241], [2.223, 3.449, -3.369], [1.184, 4.423, -3.862], [2.099, 4.371, -3.567]],
  "nbo_charge": [-0.639, 0.134, -0.114, -0.854, -0.825, 0.204, 0.219, 0.224, 0.187, 0.363, 0.376, 0.361, 0.364, 0.469, 0.473, -0.942, 0.465, 0.469, -0.934]
}

=====

Relative to the most stable one, in kJ/mol, the structures come out at arrangement one 0.0; arrangement two 28.5; arrangement three 6.5; arrangement four 42.3.

=====

Arrangement one

{
  "formula": "C3H12N2O2",
  "method": "wB97M-V/def2-TZVPD",
  "lumo_energy_ev": 0.73,
  "mol_weight_g_mol": 108.141,
  "multiplicity": 1,
  "smiles": "NC[C@@H](N)CO.O",
  "e_homo_ev": -9.3,
  "charge": 0,
  "elements": ["N", "C", "C", "O", "C", "N", "H", "H", "H", "H", "H", "H", "H", "H", "H", "H", "H", "H", "O"],
  "positions_angstrom": [[-1.237, 0.181, 1.149], [-0.008, -0.046, 0.442], [0.081, 0.689, -0.911], [-1.204, 1.038, -1.433], [1.261, 0.215, 1.273], [2.510, -0.184, 0.637], [-1.272, 0.858, 1.893], [-1.736, -0.648, 1.414], [0.049, -1.126, 0.275], [0.664, 1.594, -0.757], [0.545, 0.047, -1.655], [-1.708, 1.377, -0.672], [1.300, 1.272, 1.542], [1.156, -0.318, 2.229], [2.369, -0.863, -0.101], [2.920, 0.621, 0.167], [-2.358, -2.144, -1.551], [-1.693, -0.803, -1.880], [-1.640, -1.758, -2.060]],
  "nbo_charge": [-0.874, -0.099, -0.081, -0.735, -0.219, -0.828, 0.371, 0.380, 0.194, 0.153, 0.195, 0.485, 0.178, 0.183, 0.355, 0.355, 0.461, 0.490, -0.965]
}

=====

Arrangement two

{
  "formula": "C3H12N2O2",
  "method": "wB97M-V/def2-TZVPD",
  "lumo_energy_ev": 0.57,
  "mol_weight_g_mol": 108.141,
  "multiplicity": 1,
  "smiles": "NC[C@H](N)CO.O",
  "e_homo_ev": -8.8,
  "charge": 0,
  "elements": ["N", "C", "C", "O", "C", "N", "H", "H", "H", "H", "H", "H", "H", "H", "H", "H", "H", "H", "O"],
  "positions_angstrom": [[1.295, 1.021, 0.951], [0.722, 0.403, -0.218], [1.296, 0.850, -1.607], [2.644, 1.293, -1.553], [-0.839, 0.540, -0.281], [-1.507, 0.129, 0.984], [0.732, 1.318, 1.800], [2.087, 1.514, 0.728], [1.047, -0.573, -0.157], [0.778, 1.760, -1.831], [1.115, 0.130, -2.303], [3.125, 0.505, -1.255], [-1.178, -0.119, -1.235], [-1.165, 1.655, -0.286], [-2.146, -0.663, 0.911], [-0.947, -0.170, 1.633], [-2.708, -3.834, 1.348], [-1.679, -2.828, 1.212], [-2.670, -2.932, 1.160]],
  "nbo_charge": [-0.893, -0.083, -0.062, -0.703, -0.226, -0.850, 0.392, 0.380, 0.150, 0.173, 0.163, 0.457, 0.192, 0.204, 0.371, 0.336, 0.465, 0.464, -0.928]
}

=====

Arrangement three

{
  "formula": "C3H12N2O2",
  "method": "wB97M-V/def2-TZVPD",
  "lumo_energy_ev": 0.49,
  "mol_weight_g_mol": 108.141,
  "multiplicity": 1,
  "smiles": "CC/N=C\\N.O.O",
  "e_homo_ev": -9.3,
  "charge": 0,
  "elements": ["C", "C", "N", "C", "N", "H", "H", "H", "H", "H", "H", "H", "H", "H", "H", "O", "H", "H", "O"],
  "positions_angstrom": [[-1.161, 1.713, -0.102], [-0.170, 0.614, -0.443], [1.314, -1.736, 0.253], [-0.024, -1.714, -0.036], [-0.737, -0.703, -0.292], [-2.063, 1.634, -0.714], [-1.449, 1.745, 0.950], [-0.739, 2.702, -0.339], [0.188, 0.729, -1.472], [0.767, 0.809, 0.117], [1.653, -0.826, 0.515], [1.625, -2.533, 0.777], [-0.468, -2.701, -0.097], [3.542, 1.393, -0.560], [3.929, 0.868, 0.827], [3.835, 0.603, -0.095], [-2.553, -0.726, 0.208], [-4.045, -1.038, -0.109], [-3.442, -0.832, 0.611]],
  "nbo_charge": [-0.609, -0.246, -0.816, 0.314, -0.549, 0.216, 0.215, 0.203, 0.197, 0.149, 0.392, 0.391, 0.170, 0.473, 0.470, -0.940, 0.495, 0.459, -0.984]
}

=====

Relative to the most stable one, in kJ/mol, the structures come out at arrangement one 20.5; arrangement two 194.0; arrangement three 0.0.

=====

Arrangement one

{
  "formula": "C3H12N2O2",
  "method": "wB97M-V/def2-TZVPD",
  "lumo_energy_ev": 0.93,
  "mol_weight_g_mol": 108.141,
  "multiplicity": 1,
  "smiles": "CC/N=C\\N.O.O",
  "e_homo_ev": -9.1,
  "charge": 0,
  "elements": ["C", "C", "N", "C", "N", "H", "H", "H", "H", "H", "H", "H", "H", "H", "H", "O", "H", "H", "O"],
  "positions_angstrom": [[-0.913, -1.092, 0.443], [-0.470, -0.260, 1.670], [-0.882, 2.520, 2.753], [-0.169, 2.144, 1.561], [0.049, 0.992, 1.153], [-1.562, -0.418, -0.104], [-1.527, -1.942, 0.745], [-0.058, -1.433, -0.129], [0.386, -0.659, 2.215], [-1.365, -0.163, 2.296], [-1.844, 2.202, 2.771], [-0.904, 3.522, 2.851], [0.184, 3.028, 1.027], [-1.444, -2.329, -5.165], [-2.306, -1.673, -6.232], [-2.377, -2.135, -5.406], [4.995, -1.396, -0.259], [5.304, -0.388, -1.529], [4.906, -0.520, -0.660]],
  "nbo_charge": [-0.597, -0.244, -0.862, 0.281, -0.460, 0.208, 0.199, 0.212, 0.207, 0.163, 0.373, 0.366, 0.153, 0.469, 0.466, -0.934, 0.482, 0.482, -0.964]
}

=====

Arrangement two

{
  "formula": "C3H12N2O2",
  "method": "wB97M-V/def2-TZVPD",
  "lumo_energy_ev": 0.82,
  "mol_weight_g_mol": 108.141,
  "multiplicity": 1,
  "smiles": "NC[C@H](N)CO.O",
  "e_homo_ev": -8.9,
  "charge": 0,
  "elements": ["N", "C", "C", "O", "C", "N", "H", "H", "H", "H", "H", "H", "H", "H", "H", "H", "H", "H", "O"],
  "positions_angstrom": [[2.222, -0.856, 0.205], [0.819, -0.411, 0.006], [0.750, 0.477, -1.271], [-0.211, -0.171, -2.157], [0.411, 0.339, 1.273], [-1.064, 0.275, 1.455], [2.908, -0.142, 0.078], [2.413, -1.747, -0.210], [0.254, -1.327, -0.143], [1.587, 0.376, -1.960], [0.470, 1.525, -1.083], [-1.084, 0.111, -1.870], [0.722, 1.389, 1.340], [0.945, -0.214, 2.062], [-1.230, -0.725, 1.551], [-1.305, 0.650, 2.367], [-2.367, 0.617, -0.176], [-3.306, -0.497, -0.540], [-2.932, 0.329, -0.929]],
  "nbo_charge": [-0.866, -0.093, -0.090, -0.748, -0.230, -0.855, 0.363, 0.374, 0.208, 0.196, 0.168, 0.485, 0.190, 0.190, 0.351, 0.364, 0.495, 0.467, -0.969]
}

=====

Relative to the most stable one, in kJ/mol, the structures come out at arrangement one 24.1; arrangement two 0.0.

=====

Arrangement one

{
  "formula": "C3H6N4O",
  "method": "wB97M-V/def2-TZVPD",
  "lumo_energy_ev": 0.54,
  "mol_weight_g_mol": 114.108,
  "multiplicity": 1,
  "smiles": "Nc1c(O)cnn1N",
  "e_homo_ev": -8.9,
  "charge": 0,
  "elements": ["C", "C", "C", "H", "H", "H", "H", "H", "H", "N", "N", "N", "N", "O"],
  "positions_angstrom": [[0.100, 0.367, -0.252], [1.196, -0.416, -0.210], [0.659, -1.745, -0.143], [0.275, 2.358, -0.985], [0.276, 2.096, 0.792], [3.101, -0.524, 0.617], [1.254, -2.535, 0.187], [-2.902, 0.427, -0.728], [-2.262, 0.602, 0.953], [-0.070, 1.794, -0.135], [-0.646, -1.805, -0.135], [-1.064, -0.570, -0.192], [-2.407, -0.131, 0.181], [2.491, 0.083, 0.048]],
  "nbo_charge": [0.187, 0.173, -0.121, 0.399, 0.388, 0.495, 0.195, 0.367, 0.371, -0.880, -0.206, -0.042, -0.626, -0.702]
}

=====

Arrangement two

{
  "formula": "C3H6N4O",
  "method": "wB97M-V/def2-TZVPD",
  "lumo_energy_ev": 0.58,
  "mol_weight_g_mol": 114.108,
  "multiplicity": 1,
  "smiles": "O/N=C1/CNNC=N1",
  "e_homo_ev": -9.1,
  "charge": 0,
  "elements": ["C", "C", "C", "H", "H", "H", "H", "H", "H", "N", "N", "N", "N", "O"],
  "positions_angstrom": [[-0.646, 0.380, 0.249], [0.506, 1.316, 0.371], [1.010, -1.287, 0.168], [-2.066, -1.274, -0.401], [0.625, 1.427, 1.546], [0.161, 2.203, -0.421], [2.254, 1.710, -0.553], [2.655, -0.801, -0.911], [1.313, -2.397, 0.164], [-1.901, 0.679, 0.061], [1.519, 0.791, -0.554], [2.154, -0.457, 0.041], [-0.160, -0.995, 0.226], [-2.681, -0.431, -0.321]],
  "nbo_charge": [0.284, -0.327, 0.306, 0.475, 0.227, 0.253, 0.376, 0.385, 0.171, -0.086, -0.483, -0.478, -0.542, -0.559]
}

=====

Relative to the most stable one, in kJ/mol, the structures come out at arrangement one 0.0; arrangement two 200.7.

=====

Arrangement one

{
  "formula": "C3H6N4O",
  "method": "wB97M-V/def2-TZVPD",
  "lumo_energy_ev": 0.64,
  "mol_weight_g_mol": 114.108,
  "multiplicity": 1,
  "smiles": "[H]/N=c1\\[nH]c(N)c(N)o1",
  "e_homo_ev": -7.6,
  "charge": 0,
  "elements": ["C", "C", "C", "H", "H", "H", "H", "H", "H", "N", "N", "N", "N", "O"],
  "positions_angstrom": [[-0.347, 0.451, 0.017], [1.703, -0.368, -0.016], [-0.535, -0.859, 0.096], [-0.778, 2.210, -0.586], [-2.223, 1.081, 0.005], [1.176, 1.586, 0.916], [3.063, 0.744, -0.413], [-1.885, -2.045, 0.698], [-1.952, -1.945, -0.862], [-1.245, 1.471, 0.027], [0.865, 0.878, 0.111], [3.017, -0.384, -0.087], [-1.719, -1.405, -0.054], [0.860, -1.416, 0.148]],
  "nbo_charge": [0.266, 0.666, 0.238, 0.400, 0.414, 0.424, 0.332, 0.366, 0.365, -0.835, -0.669, -0.683, -0.803, -0.483]
}

=====

Arrangement two

{
  "formula": "C3H6N4O",
  "method": "wB97M-V/def2-TZVPD",
  "lumo_energy_ev": 1.04,
  "mol_weight_g_mol": 114.108,
  "multiplicity": 1,
  "smiles": "[H]/N=N\\O[C@H]1CNC=N1",
  "e_homo_ev": -9.1,
  "charge": 0,
  "elements": ["C", "C", "C", "N", "N", "N", "N", "O", "H", "H", "H", "H", "H", "H"],
  "positions_angstrom": [[-0.178, 0.647, 1.004], [-1.140, 0.751, -0.306], [-0.492, -1.370, 0.229], [-0.145, -0.777, 1.293], [2.604, -0.197, -0.748], [-1.024, -0.600, -0.797], [1.499, -0.127, -0.381], [1.096, 0.905, 0.558], [-0.500, 1.195, 1.804], [-2.141, 0.903, -0.087], [-0.817, 1.606, -0.890], [-0.247, -2.437, 0.062], [3.419, 0.429, -0.514], [-1.933, -0.928, -1.225]],
  "nbo_charge": [0.209, -0.273, 0.287, -0.497, -0.320, -0.630, 0.150, -0.436, 0.194, 0.183, 0.205, 0.204, 0.332, 0.391]
}

=====

Relative to the most stable one, in kJ/mol, the structures come out at arrangement one 0.0; arrangement two 127.5.